# C31H26Cl5MgN7O4SSe

A molecular structure, C31H26Cl5MgN7O4SSe (ωB97M-V/def2-TZVPD, the Open Molecules 2025 dataset).

Geometry as XYZ:
```
76
C31H26Cl5MgN7O4SSe (ωB97M-V/def2-TZVPD)
Mg -0.105 0.006 0.237
Se 2.432 -0.608 3.235
N 3.994 -0.392 2.473
C 3.752 -0.242 1.183
C 4.719 -0.007 0.158
C 4.264 0.133 -1.108
C 2.861 0.044 -1.402
N 1.943 -0.177 -0.512
C 2.373 -0.321 0.789
N 1.489 -0.520 1.755
H 5.774 0.058 0.402
H 4.954 0.320 -1.920
H 2.510 0.176 -2.421
C -4.414 -3.370 -1.209
C -4.831 -2.655 -0.085
C -4.106 -1.562 0.369
C -2.928 -1.134 -0.276
C -2.538 -1.861 -1.413
C -3.262 -2.962 -1.868
N -2.159 -0.070 0.249
C -2.873 1.150 0.410
C -2.610 1.982 1.509
C -3.167 3.251 1.616
C -4.039 3.724 0.643
C -4.360 2.891 -0.424
C -3.796 1.625 -0.538
H -4.991 -4.212 -1.579
H -5.733 -2.955 0.443
H -4.436 -1.009 1.243
H -1.661 -1.533 -1.962
H -2.936 -3.487 -2.761
H -1.945 1.613 2.286
H -2.921 3.874 2.473
H -4.466 4.718 0.719
H -5.047 3.239 -1.191
H -4.035 0.998 -1.392
Cl -0.420 1.416 -2.124
C -0.047 2.624 -0.898
C 0.259 2.148 0.378
C 0.610 3.159 1.264
Cl 0.974 2.768 2.941
C 0.625 4.519 0.939
Cl 1.086 5.713 2.099
C 0.249 4.924 -0.339
Cl 0.223 6.595 -0.758
C -0.102 3.962 -1.276
Cl -0.600 4.423 -2.862
C -6.753 -6.758 0.731
C -5.622 -5.888 0.180
S -4.160 -6.086 1.170
O -4.209 -5.127 2.255
O -3.977 -7.487 1.468
C -2.871 -5.559 0.071
C -1.575 -5.402 0.874
N -0.754 -4.309 0.333
C -0.766 -3.065 0.843
N -0.040 -2.230 0.094
C 0.458 -2.972 -0.937
C 0.033 -4.251 -0.804
N 0.305 -5.345 -1.693
O -0.215 -6.426 -1.458
O 1.029 -5.113 -2.641
C -1.538 -2.693 2.068
H -7.657 -6.597 0.145
H -6.970 -6.510 1.772
H -6.485 -7.812 0.684
H -5.846 -4.819 0.218
H -5.337 -6.172 -0.839
H -3.203 -4.591 -0.321
H -2.779 -6.287 -0.732
H -1.003 -6.317 0.893
H -1.818 -5.120 1.893
H 1.078 -2.565 -1.718
H -1.105 -3.157 2.959
H -2.580 -3.015 1.992
H -1.527 -1.612 2.176
```

Computed properties:
- Lowest unoccupied orbital energy: -0.08171 Ha
- Charge: 0
- 2S+1: 1
- E_HOMO: -6.92 eV